Here is a structure of composition C3H4NO5S from the Open Molecules 2025 dataset. Energies are from ωB97M-V with the def2-TZVPD basis set.

Geometry (Å):
C1 1.980 0.344 2.234
C2 0.175 -0.100 0.593
C3 0.183 0.426 -0.928
N1 1.548 0.080 0.924
O1 2.536 1.489 2.306
O2 1.958 -0.390 3.178
O3 2.868 2.682 -0.131
O4 0.785 2.838 1.253
O5 0.908 1.553 -1.041
S1 1.783 2.036 0.559
H1 -0.436 0.548 1.240
H2 -0.200 -1.216 0.608
H3 0.700 -0.494 -1.484
H4 -0.873 0.528 -1.130

Computed properties:
HOMO energy ... -5.7208 eV
Multiplicity ... 1
Relative energy (zero: lowest compared OMol25 entry of this formula, charge and spin) ... 39.8 kcal/mol
Net charge ... -1
Lowest unoccupied orbital energy ... 3.76 eV

=====

Here is a cluster of 2 separate species, C3H4NOP in total from the Open Molecules 2025 dataset. Energies are from ωB97M-V with the def2-TZVPD basis set.

Geometry (Å):
C1 0.734 -0.974 0.173
C2 -0.509 -1.063 0.697
C3 1.764 -0.672 0.906
N1 -1.620 2.200 -1.677
O1 -1.762 1.022 -1.740
P1 -2.090 -1.110 0.782
H1 0.874 -1.326 -0.841
H2 -1.770 2.659 -0.621
H3 2.624 -0.373 0.356
H4 1.754 -0.363 1.964

Computed properties:
HOMO energy (alpha / beta) ... -8.7448 / -8.7446 eV
Multiplicity ... 1
SMILES ... C=CC#P.N=O
Relative energy (zero: lowest compared OMol25 entry of this formula, charge and spin) ... 109.1 kcal/mol
Net charge ... 0
Lowest unoccupied orbital energy (alpha / beta) ... -0.30 / -0.30 eV

=====

Here is the ion C3H4NOS with charge -1 from the Open Molecules 2025 dataset. Energies are from ωB97M-V with the def2-TZVPD basis set.

Geometry (Å):
C1 0.133 0.222 0.334
C2 1.571 0.210 -0.198
C3 -1.015 -0.429 -0.470
N1 -0.158 0.993 1.281
O1 2.016 0.996 -1.011
S1 2.222 -1.277 0.286
H1 -0.808 -1.449 -0.669
H2 -1.836 -0.382 0.183
H3 -1.001 0.092 -1.467
H4 -1.122 1.024 1.732

Computed properties:
HOMO energy ... -3.3189 eV
Multiplicity ... 1
SMILES ... [H]/N=C(\C)C([O-])=S
Relative energy (zero: lowest compared OMol25 entry of this formula, charge and spin) ... 4.9 kcal/mol
Net charge ... -1
Lowest unoccupied orbital energy ... 3.98 eV

=====

Here is a structure of composition C3H4NOS from the Open Molecules 2025 dataset. Energies are from ωB97M-V with the def2-TZVPD basis set.

Geometry (Å):
C1 2.655 1.360 -0.051
C2 0.002 0.820 0.206
C3 0.363 -0.565 -0.274
N1 1.275 1.429 0.448
O1 3.242 -1.201 0.185
S1 2.292 -0.340 -0.477
H1 -0.259 1.495 -0.706
H2 -0.577 0.934 1.078
H3 -0.147 -1.408 0.252
H4 0.080 -0.546 -1.276

Computed properties:
HOMO energy (alpha / beta) ... -16.1746 / -16.1038 eV
Multiplicity ... 1
Relative energy (zero: lowest compared OMol25 entry of this formula, charge and spin) ... 132.7 kcal/mol
Net charge ... +1
Lowest unoccupied orbital energy (alpha / beta) ... -7.89 / -8.27 eV

=====

Here is a cluster of 2 separate species, C3H4NP in total from the Open Molecules 2025 dataset. Energies are from ωB97M-V with the def2-TZVPD basis set.

Geometry (Å):
C1 -0.232 -0.840 -2.467
C2 -0.444 0.829 0.689
C3 0.645 -0.153 0.967
N1 -0.757 -1.518 -3.202
P1 0.905 0.945 -0.497
H1 -1.363 0.282 0.428
H2 -0.436 1.576 1.483
H3 1.175 -0.014 1.811
H4 0.508 -1.107 0.787

Computed properties:
HOMO energy (alpha / beta) ... -10.3844 / -10.3847 eV
Multiplicity ... 1
Relative energy (zero: lowest compared OMol25 entry of this formula, charge and spin) ... 81.0 kcal/mol
Net charge ... 0
Lowest unoccupied orbital energy (alpha / beta) ... -2.54 / -2.54 eV

=====

Here is the ion C3H4NS with charge +1 from the Open Molecules 2025 dataset. Energies are from ωB97M-V with the def2-TZVPD basis set.

Geometry (Å):
C1 0.122 -0.358 0.745
C2 1.083 0.194 1.401
C3 -0.443 0.494 -0.370
N1 -0.236 -0.957 -0.506
S1 1.499 1.538 2.026
H1 0.091 1.138 -1.130
H2 -1.449 0.805 -0.342
H3 0.396 -1.403 -1.305
H4 -1.063 -1.449 -0.519

Computed properties:
HOMO energy ... -13.8886 eV
Multiplicity ... 1
SMILES ... S=C=C1C[NH2+]1
Relative energy (zero: lowest compared OMol25 entry of this formula, charge and spin) ... 81.6 kcal/mol
Net charge ... +1
Lowest unoccupied orbital energy ... -5.89 eV

=====

Here is the ion C3H4NS with charge +1 from the Open Molecules 2025 dataset. Energies are from ωB97M-V with the def2-TZVPD basis set.

Geometry (Å):
C1 1.208 -0.408 0.018
C2 -0.955 -1.185 0.000
C3 -0.085 1.270 0.071
N1 0.402 -1.334 0.102
S1 -1.563 0.333 0.003
H1 2.362 -0.427 -0.081
H2 -1.559 -2.048 0.040
H3 -0.078 2.114 0.779
H4 0.267 1.686 -0.931

Computed properties:
HOMO energy ... -15.1284 eV
Multiplicity ... 1
Relative energy (zero: lowest compared OMol25 entry of this formula, charge and spin) ... 58.5 kcal/mol
Net charge ... +1
Lowest unoccupied orbital energy ... -6.93 eV

=====

Here is an isolated molecule of C3H4O from the Open Molecules 2025 dataset. Energies are from ωB97M-V with the def2-TZVPD basis set.

Geometry (Å):
C1 -0.038 1.199 0.373
C2 0.293 0.088 -0.352
C3 -0.213 -1.236 -0.155
H1 0.385 2.243 0.243
H2 -0.786 1.121 1.135
H3 1.109 0.151 -1.078
H4 0.077 -1.945 -1.010
O1 -0.827 -1.620 0.844

Computed properties:
HOMO energy ... -10.0975 eV
Multiplicity ... 1
SMILES ... C=CC=O
Relative energy (zero: lowest compared OMol25 entry of this formula, charge and spin) ... 7.2 kcal/mol
Net charge ... 0
Lowest unoccupied orbital energy ... -0.25 eV

=====

Here is a structure of composition C3H4O from the Open Molecules 2025 dataset. Energies are from ωB97M-V with the def2-TZVPD basis set.

Geometry (Å):
C1 0.380 -0.209 -0.524
C2 2.286 -0.662 -0.316
C3 -0.487 -0.636 0.575
O1 2.770 0.450 0.098
H1 -1.241 0.198 0.777
H2 -1.092 -1.282 -0.124
H3 -0.081 -0.889 1.565
H4 2.171 1.261 0.337

Computed properties:
HOMO energy ... -7.7167 eV
Multiplicity ... 1
Relative energy (zero: lowest compared OMol25 entry of this formula, charge and spin) ... 160.7 kcal/mol
Net charge ... 0
Lowest unoccupied orbital energy ... -0.35 eV

=====

Here is a cluster of 2 separate species, C3H4O in total from the Open Molecules 2025 dataset. Energies are from ωB97M-V with the def2-TZVPD basis set.

Geometry (Å):
C1 -1.537 0.809 0.338
C2 -1.746 0.482 -0.879
C3 1.723 -0.897 -0.238
O1 2.072 0.227 -0.099
H1 -2.099 1.695 0.429
H2 -1.102 0.405 1.335
H3 0.872 -1.289 0.370
H4 1.817 -1.431 -1.257

Computed properties:
HOMO energy (alpha / beta) ... -6.8897 / -11.0244 eV
Multiplicity ... 3
Relative energy (zero: lowest compared OMol25 entry of this formula, charge and spin) ... 101.3 kcal/mol
Net charge ... 0
Lowest unoccupied orbital energy (alpha / beta) ... -0.24 / -2.47 eV

=====

Here is an isolated molecule of C3H4O2 from the Open Molecules 2025 dataset. Energies are from ωB97M-V with the def2-TZVPD basis set.

Geometry (Å):
C1 -0.912 0.697 0.248
C2 -0.096 -0.552 0.122
O1 -0.415 -1.588 0.669
C3 1.253 -0.491 -0.532
O2 1.633 0.466 -1.159
H1 -1.133 0.501 1.293
H2 -1.787 0.760 -0.433
H3 -0.358 1.634 0.164
H4 1.814 -1.426 -0.372

Computed properties:
HOMO energy ... -10.0570 eV
Multiplicity ... 1
SMILES ... CC(=O)C=O
Relative energy (zero: lowest compared OMol25 entry of this formula, charge and spin) ... 23.0 kcal/mol
Net charge ... 0
Lowest unoccupied orbital energy ... -0.66 eV

=====

Here is a structure of composition C3H4O2 from the Open Molecules 2025 dataset. Energies are from ωB97M-V with the def2-TZVPD basis set.

Geometry (Å):
C1 0.233 -0.600 0.664
C2 -1.014 -0.929 0.407
C3 0.163 0.497 -0.331
O1 -1.145 -0.011 -0.673
O2 1.169 0.710 -1.339
H1 1.063 -0.879 1.353
H2 -1.799 -1.342 0.986
H3 -0.187 1.457 0.115
H4 1.486 -0.124 -1.680

Computed properties:
HOMO energy ... -9.3689 eV
Multiplicity ... 1
Relative energy (zero: lowest compared OMol25 entry of this formula, charge and spin) ... 60.3 kcal/mol
Net charge ... 0
Lowest unoccupied orbital energy ... 0.91 eV

=====

Here is an isolated molecule of C3H4O2 from the Open Molecules 2025 dataset. Energies are from ωB97M-V with the def2-TZVPD basis set.

Geometry (Å):
C1 0.319 1.216 0.498
C2 -0.239 -0.188 0.512
C3 -0.264 -0.922 -0.829
H1 1.067 1.336 -0.276
H2 -0.891 -0.521 1.278
H3 -0.981 -1.646 -1.018
H4 -0.028 -0.344 -1.695
O1 0.189 2.139 1.383
O2 0.827 -1.070 0.147

Computed properties:
HOMO energy ... -10.3070 eV
Multiplicity ... 1
SMILES ... O=C[C@H]1CO1
Relative energy (zero: lowest compared OMol25 entry of this formula, charge and spin) ... 54.4 kcal/mol
Net charge ... 0
Lowest unoccupied orbital energy ... 0.36 eV

=====

Here is an isolated molecule of C3H4O2 from the Open Molecules 2025 dataset. Energies are from ωB97M-V with the def2-TZVPD basis set.

Geometry (Å):
C1 -0.714 -0.604 2.026
C2 -0.050 -0.107 1.035
C3 0.005 0.119 -0.746
O1 0.650 0.455 1.917
O2 0.119 1.474 -1.131
H1 -0.507 -1.440 2.658
H2 -1.027 -0.243 -1.184
H3 0.700 -0.549 -1.145
H4 0.983 1.597 -0.762

Computed properties:
HOMO energy ... -8.8701 eV
Multiplicity ... 1
SMILES ... OCC1=CO1
Relative energy (zero: lowest compared OMol25 entry of this formula, charge and spin) ... 130.4 kcal/mol
Net charge ... 0
Lowest unoccupied orbital energy ... 0.73 eV

=====

Here is a structure of composition C3H4O2 from the Open Molecules 2025 dataset. Energies are from ωB97M-V with the def2-TZVPD basis set.

Geometry (Å):
O1 2.195 -0.529 -0.629
C1 1.029 -0.355 -0.409
C2 0.128 0.774 0.090
C3 -0.885 -0.371 0.238
O2 0.037 -1.279 -0.445
H1 -0.152 1.478 -0.702
H2 0.544 1.355 0.926
H3 -1.831 -0.324 -0.317
H4 -1.066 -0.749 1.248

Computed properties:
HOMO energy ... -10.6193 eV
Multiplicity ... 1
Relative energy (zero: lowest compared OMol25 entry of this formula, charge and spin) ... 12.4 kcal/mol
Net charge ... 0
Lowest unoccupied orbital energy ... 0.86 eV

=====

Here is an isolated molecule of C3H4O2 from the Open Molecules 2025 dataset. Energies are from ωB97M-V with the def2-TZVPD basis set.

Geometry (Å):
C1 0.096 1.183 -0.259
C2 1.540 -0.332 -0.226
C3 -0.561 -0.024 0.442
O1 0.512 -0.992 0.243
O2 -1.624 -0.717 -0.171
H1 0.317 2.001 0.405
H2 2.295 -0.854 -0.811
H3 -0.931 0.331 1.460
H4 -1.644 -0.596 -1.084

Computed properties:
HOMO energy ... -8.2497 eV
Multiplicity ... 1
Relative energy (zero: lowest compared OMol25 entry of this formula, charge and spin) ... 162.0 kcal/mol
Net charge ... 0
Lowest unoccupied orbital energy ... -0.69 eV

=====

Here is a cluster of 2 separate species, C3H4O2 in total from the Open Molecules 2025 dataset. Energies are from ωB97M-V with the def2-TZVPD basis set.

Geometry (Å):
O1 2.478 -0.883 -0.989
C1 1.581 -0.457 -0.420
C2 -0.170 0.871 0.185
C3 -0.710 -0.460 0.302
O2 -0.266 -1.313 -0.565
H1 -0.064 1.272 -0.819
H2 -0.229 1.592 1.002
H3 -1.664 0.184 -0.015
H4 -0.937 -0.781 1.333

Computed properties:
HOMO energy (alpha / beta) ... -9.5562 / -9.5556 eV
Multiplicity ... 1
Relative energy (zero: lowest compared OMol25 entry of this formula, charge and spin) ... 97.8 kcal/mol
Net charge ... 0
Lowest unoccupied orbital energy (alpha / beta) ... -0.19 / -0.19 eV

=====

Here is a structure of composition C3H4O2Pt from the Open Molecules 2025 dataset. Energies are from ωB97M-V with the def2-TZVPD basis set.

Geometry (Å):
O1 0.891 -1.655 -0.647
Pt1 1.202 0.326 -0.681
C1 -0.278 -1.538 -0.216
O2 -0.492 -0.144 -0.029
C2 -1.759 0.310 0.427
H1 -1.983 -0.168 1.387
H2 -1.726 1.398 0.555
H3 -2.524 0.047 -0.312
C3 3.123 0.331 -0.588
H4 3.545 1.093 0.105

Computed properties:
HOMO energy (alpha / beta) ... -8.0279 / -9.1152 eV
Multiplicity ... 3
Relative energy (zero: lowest compared OMol25 entry of this formula, charge and spin) ... 5.7 kcal/mol
Net charge ... 0
Lowest unoccupied orbital energy (alpha / beta) ... -1.18 / -1.26 eV

=====

Here is a structure of composition C3H4O2Rh from the Open Molecules 2025 dataset. Energies are from ωB97M-V with the def2-TZVPD basis set.

Geometry (Å):
C1 -3.058 0.951 -0.679
O1 -1.125 -1.414 -0.878
C2 -1.559 -1.098 0.515
C3 -2.577 -0.038 0.508
O2 -3.990 0.015 -0.185
Rh1 -1.744 -0.035 -2.183
H1 -1.161 -2.362 -1.005
H2 -0.668 -0.706 1.037
H3 -2.714 1.773 0.124
H4 -2.842 0.191 1.550

Computed properties:
HOMO energy (alpha / beta) ... -13.5276 / -14.6964 eV
Multiplicity ... 5
Relative energy (zero: lowest compared OMol25 entry of this formula, charge and spin) ... 49.3 kcal/mol
Net charge ... +1
Lowest unoccupied orbital energy (alpha / beta) ... -5.31 / -6.96 eV

=====

Here is an isolated molecule of C3H4O2S from the Open Molecules 2025 dataset. Energies are from ωB97M-V with the def2-TZVPD basis set.

Geometry (Å):
C1 0.734 0.508 -0.610
C2 -0.633 0.692 -0.214
C3 1.681 -0.324 -0.179
O1 -2.899 0.262 0.870
O2 -1.253 -1.395 1.748
S1 -1.725 -0.550 0.662
H1 1.170 1.257 -1.197
H2 -1.214 1.089 -1.098
H3 2.691 -0.211 -0.366
H4 1.448 -1.328 0.385

Computed properties:
HOMO energy (alpha / beta) ... -9.2790 / -9.3741 eV
Multiplicity ... 1
SMILES ... C=CC=S(=O)=O
Relative energy (zero: lowest compared OMol25 entry of this formula, charge and spin) ... 100.3 kcal/mol
Net charge ... 0
Lowest unoccupied orbital energy (alpha / beta) ... -1.87 / -1.85 eV